(1)
{"formula": "C4H6CuLiO", "method": "ωB97M-V/def2-TZVPD", "species": ["O", "C", "C", "Li", "Cu", "H", "H", "H", "C", "C", "H", "H", "H"], "positions_angstrom": [[-1.146, 1.167, 1.483], [-0.504, 0.218, 1.937], [-0.337, -0.977, 1.104], [-1.248, 3.095, 1.294], [-0.591, 1.524, -1.273], [-0.038, 0.224, 2.922], [-1.284, -1.445, 0.867], [0.486, -1.604, 1.418], [0.217, -0.859, -1.367], [1.327, -0.122, -1.954], [-0.253, -1.664, -1.911], [1.573, -0.318, -2.995], [1.798, 0.759, -1.526]], "s2": 0.77, "e_lumo_ev": [-5.55, -5.56], "energy_ev": -51125.1061, "largest_force_ev_per_a": 5.474, "e_above_lowest_ev": 0.891, "spin_multiplicity": 2, "charge": 1}

***

(2)
{"formula": "C4H6CuO", "method": "ωB97M-V/def2-TZVPD", "species": ["O", "Cu", "C", "C", "H", "H", "H", "H", "C", "C", "H", "H"], "positions_angstrom": [[0.314, -1.218, 1.909], [-1.403, 0.087, 2.501], [1.055, -1.431, 0.961], [1.186, -0.267, -0.309], [2.285, -0.870, -0.008], [1.560, 0.675, 0.105], [0.952, -0.811, -1.234], [1.159, -2.468, 0.589], [-1.034, 1.125, -0.228], [-1.754, 1.709, -1.129], [-2.807, 1.972, -0.979], [-1.512, 1.497, -2.179]], "e_lumo_ev": -5.72, "energy_ev": -50917.1586, "largest_force_ev_per_a": 8.678, "e_above_lowest_ev": 6.301, "charge": 1}

***

(3)
{"formula": "C4H6CuO2", "method": "ωB97M-V/def2-TZVPD", "species": ["O", "C", "H", "H", "C", "C", "C", "O", "Cu", "H", "H", "H", "H"], "positions_angstrom": [[3.020, 0.508, -0.460], [2.587, -0.515, 0.154], [3.991, 0.580, -0.521], [3.400, -1.152, 0.548], [-0.549, 1.204, 0.119], [-1.669, 0.556, -0.319], [-2.243, -0.680, 0.294], [-1.083, -1.354, -0.074], [0.564, -0.720, 0.469], [-2.222, 0.969, -1.175], [-0.181, 2.209, -0.089], [-3.101, -1.038, -0.301], [-2.516, -0.567, 1.355]], "s2": 2.03, "e_lumo_ev": [-4.88, -5.82], "energy_ev": -52966.4564, "largest_force_ev_per_a": 2.319, "e_above_lowest_ev": 0.369, "spin_multiplicity": 3, "charge": 1}

***

(4)
{"formula": "C4H6ErLiO7", "method": "ωB97M-V/def2-TZVPD", "species": ["O", "C", "O", "O", "O", "C", "C", "Li", "H", "H", "H", "H", "C", "O", "O", "H", "Er", "O", "H"], "positions_angstrom": [[1.418, -6.446, 6.892], [1.422, -6.168, 5.667], [0.407, -5.760, 5.051], [2.552, -6.451, 4.998], [3.981, -6.644, 1.682], [3.927, -6.736, 3.088], [2.549, -6.328, 3.581], [-0.411, -5.747, 6.848], [4.688, -6.058, 3.501], [4.151, -7.764, 3.418], [1.779, -6.983, 3.147], [2.333, -5.291, 3.289], [3.301, -7.357, -1.424], [4.502, -6.973, -1.538], [2.486, -7.146, -2.485], [3.022, -6.848, -3.229], [6.366, -6.496, 0.082], [2.855, -8.135, -0.549], [3.492, -7.438, 1.230]], "s2": 3.76, "e_lumo_ev": [-0.56, -0.78], "energy_ev": -46403.1920, "largest_force_ev_per_a": 3.152, "spin_multiplicity": 4}

***

(5)
{"formula": "C4H6F2", "method": "ωB97M-V/def2-TZVPD", "species": ["C", "C", "C", "F", "C", "F", "H", "H", "H", "H", "H", "H"], "positions_angstrom": [[0.160, -1.072, -0.937], [-0.424, 0.261, -0.453], [-0.583, 0.311, 1.041], [-0.146, -0.812, 1.741], [0.543, 1.198, 0.426], [1.755, 0.642, 0.531], [0.513, -1.015, -1.927], [-0.693, -1.774, -0.838], [0.964, -1.420, -0.231], [-1.103, 0.676, -1.185], [-1.426, 0.704, 1.572], [0.439, 2.302, 0.260]], "smiles": "C[C@H]1[C@@H](F)[C@H]1F", "e_lumo_ev": 1.02, "energy_ev": -9678.3959, "largest_force_ev_per_a": 3.807, "e_above_lowest_ev": 1.366}

***

(6)
{"formula": "C4H6F2N2", "method": "ωB97M-V/def2-TZVPD", "species": ["C", "C", "C", "C", "N", "N", "F", "F", "H", "H", "H", "H", "H", "H"], "positions_angstrom": [[-2.167, -0.254, -0.023], [0.459, 0.450, -0.332], [2.637, 0.123, 0.605], [-1.166, -0.223, -1.109], [-2.415, -1.287, 0.541], [1.368, -0.271, -0.060], [-2.855, 0.979, 0.247], [0.311, 1.784, -0.188], [3.280, -0.734, 0.547], [2.502, 0.278, 1.733], [3.195, 0.942, 0.039], [-1.186, 0.692, -1.746], [-0.825, -1.175, -1.386], [-3.138, -1.303, 1.132]], "e_lumo_ev": 0.88, "energy_ev": -12657.7964, "largest_force_ev_per_a": 6.610, "e_above_lowest_ev": 2.341}